13
Properties=species:S:1:pos:R:3:forces:R:3:mulliken_charge:R:1 method="wB97M-V/def2-TZVPD" smiles="CCCC=O" largest_force_ev_per_a=0.55 mol_weight_g_mol=72.11 energy_ev=-6324.5291 e_homo_ev=-9.7119 homo_lumo_gap_ev=10.81 relative_energy_kj_mol=61.6
C -1.64006 -0.25741 0.28042 -0.092 -0.013 0.060 -1.160
C -0.41419 0.30128 -0.42254 -0.095 -0.080 -0.203 -0.389
C 0.84220 0.54603 0.45574 0.120 0.005 -0.051 -0.405
C 1.78725 -0.37917 -0.25267 0.310 0.071 -0.128 -0.074
O 2.48917 -0.06590 -1.18344 0.021 -0.132 0.536 -0.479
H -2.14183 0.46244 0.93340 0.123 -0.038 -0.051 0.316
H -1.35701 -1.12972 0.88210 -0.116 0.135 -0.063 0.316
H -2.35312 -0.59319 -0.47926 -0.037 0.048 0.214 0.335
H -0.12875 -0.45968 -1.16275 -0.226 0.207 -0.065 0.292
H -0.62837 1.19705 -1.01125 -0.082 -0.068 0.152 0.309
H 1.21584 1.57264 0.42106 -0.177 -0.126 -0.065 0.304
H 0.68606 0.24906 1.50043 -0.016 0.000 -0.249 0.285
H 1.64282 -1.44343 0.03877 0.267 -0.009 -0.088 0.350

---

13
Properties=species:S:1:pos:R:3:forces:R:3:mulliken_charge:R:1 method="wB97M-V/def2-TZVPD" smiles=CC1(O)CC1 largest_force_ev_per_a=1.83 mol_weight_g_mol=72.11 energy_ev=-6323.9242 e_homo_ev=-9.8159 homo_lumo_gap_ev=10.85 relative_energy_kj_mol=120.0
C 1.13074 0.86299 0.39476 -1.065 0.093 0.820 -1.315
C 0.02632 -0.19369 0.20720 1.336 0.406 1.182 0.978
O -0.20570 -0.83154 1.45725 -0.152 -0.120 -0.561 -0.548
C -1.17278 0.05713 -0.61664 -1.474 -0.361 -0.120 -0.724
C -0.20149 -1.04329 -0.99836 -0.126 -0.113 1.502 -0.751
H 1.27302 1.49050 -0.45324 0.179 0.299 -0.943 0.345
H 2.09562 0.54432 0.78590 -0.094 -0.597 -0.267 0.309
H 0.74721 1.55359 1.17376 0.071 -0.195 -0.260 0.327
H -0.41240 -0.11685 2.06353 -0.104 -0.006 0.307 0.351
H -2.11205 -0.26258 -0.08083 1.016 0.383 -0.979 0.241
H -1.25715 0.87737 -1.33426 0.013 -0.049 0.557 0.252
H 0.51586 -0.84998 -1.73307 0.619 0.314 -1.405 0.271
H -0.42719 -2.08799 -0.86600 -0.219 -0.054 0.167 0.264

---

13
Properties=species:S:1:pos:R:3:forces:R:3:mulliken_charge:R:1 method="wB97M-V/def2-TZVPD" smiles="C/C=C/OC" largest_force_ev_per_a=1.03 mol_weight_g_mol=72.11 energy_ev=-6324.0072 e_homo_ev=-8.5592 homo_lumo_gap_ev=9.65 relative_energy_kj_mol=112.0
C -1.35685 1.03451 1.65623 -0.127 0.410 -0.338 -1.115
C -0.38161 0.63194 0.57353 0.124 -0.892 -0.498 -0.044
C -0.31539 -0.61517 0.07047 -0.183 0.677 0.460 -0.073
O 0.50926 -1.09906 -0.89206 -0.260 0.111 0.287 -0.348
C 1.45235 -0.18797 -1.39979 0.319 0.010 -0.020 -0.766
H -1.15287 0.56584 2.62412 -0.089 -0.040 -0.191 0.270
H -1.28191 2.12363 1.80496 -0.143 -0.397 0.017 0.301
H -2.38844 0.81588 1.33317 0.305 0.047 0.360 0.288
H 0.24071 1.40777 0.14658 0.103 -0.013 0.127 0.263
H -0.96963 -1.40463 0.42057 -0.012 -0.007 0.074 0.360
H 2.11267 0.18734 -0.60047 -0.086 -0.195 -0.205 0.330
H 0.95928 0.67572 -1.85323 0.013 -0.046 -0.162 0.318
H 2.01509 -0.75893 -2.14184 0.036 0.336 0.089 0.217

---

13
Properties=species:S:1:pos:R:3:forces:R:3:mulliken_charge:R:1 method="wB97M-V/def2-TZVPD" smiles="CC=O.C=C" largest_force_ev_per_a=0.49 mol_weight_g_mol=72.11 energy_ev=-6323.7985 e_homo_ev=-9.8665 homo_lumo_gap_ev=10.93 relative_energy_kj_mol=132.1
C -0.92286 1.39252 -0.52318 0.054 -0.034 -0.086 -0.854
C 0.49479 1.55563 -0.04415 0.103 0.012 -0.164 0.138
O 1.47423 1.42841 -0.73809 -0.390 0.095 0.282 -0.482
H -0.93295 0.94521 -1.51876 -0.022 0.097 0.105 0.270
H -1.48588 0.76413 0.17502 0.097 0.107 -0.073 0.228
H -1.40727 2.37756 -0.54861 0.086 -0.142 0.012 0.341
H 0.59506 1.82520 1.03103 0.068 -0.011 -0.130 0.367
C -0.06642 -2.05393 -0.01421 0.120 0.143 0.129 -0.422
C 0.79985 -1.39109 0.74264 -0.164 -0.143 -0.165 -0.615
H 0.22786 -2.49172 -0.96290 -0.030 0.046 0.088 0.227
H -1.10659 -2.16530 0.27841 0.113 -0.055 -0.004 0.261
H 0.50204 -0.94739 1.68789 0.019 -0.053 -0.038 0.281
H 1.82815 -1.23922 0.43490 -0.055 -0.065 0.043 0.260

---

13
Properties=species:S:1:pos:R:3:forces:R:3:mulliken_charge:R:1 method="wB97M-V/def2-TZVPD" smiles="C/C=C/CO" largest_force_ev_per_a=2.74 mol_weight_g_mol=72.11 energy_ev=-6323.7657 e_homo_ev=-9.5970 homo_lumo_gap_ev=10.64 relative_energy_kj_mol=135.3
C -1.99844 0.22507 -0.53640 -0.312 -1.014 1.014 -1.104
C -0.62024 0.55977 -0.06078 -0.552 0.815 -0.063 0.120
C 0.17951 -0.09985 0.76236 0.422 -2.077 -1.740 -0.425
C 1.68318 -0.04708 0.59791 0.402 1.004 1.511 -0.522
O 2.21859 -0.36825 -0.67353 -0.421 0.172 -0.202 -0.496
H -2.18524 -0.84458 -0.39189 0.099 -0.012 -0.293 0.305
H -2.11815 0.47770 -1.58573 -0.051 0.065 -0.016 0.311
H -2.80126 0.67137 0.05491 0.118 0.511 -0.150 0.285
H -0.26980 1.46938 -0.50632 0.604 0.445 -0.240 0.334
H -0.14449 -1.09176 1.07861 -0.362 0.170 0.428 0.260
H 2.01431 0.95903 0.85219 0.248 0.163 -0.358 0.301
H 2.16997 -0.68386 1.33823 -0.159 -0.149 0.181 0.322
H 1.87205 -1.22694 -0.92955 -0.036 -0.094 -0.072 0.309

---

13
Properties=species:S:1:pos:R:3:forces:R:3:mulliken_charge:R:1 method="wB97M-V/def2-TZVPD" largest_force_ev_per_a=0.44 mol_weight_g_mol=72.11 energy_ev=-6321.4696 e_homo_ev=-8.6471 homo_lumo_gap_ev=8.46 relative_energy_kj_mol=356.8
C -1.40272 -1.33460 0.62987 -0.020 0.051 -0.093 -0.852
C -0.71845 -0.05397 0.40042 0.139 -0.415 -0.024 -0.285
O 0.18017 1.96787 -1.11044 -0.146 0.136 0.082 -0.496
C 0.65737 -0.16248 -0.14533 -0.210 0.135 0.027 -0.500
C 1.18402 1.24641 -0.43878 0.352 -0.148 0.101 -0.407
H -1.19661 -1.52033 1.69976 -0.002 0.049 -0.035 0.279
H -1.05753 -2.21171 0.06170 0.042 0.107 0.085 0.322
H -2.49053 -1.22854 0.56807 0.151 -0.066 0.043 0.299
H -0.61115 1.82902 -0.55531 0.069 0.111 -0.163 0.415
H 1.30155 -0.74043 0.54249 -0.166 0.065 -0.042 0.335
H 0.62429 -0.75748 -1.07517 -0.083 0.058 0.086 0.325
H 1.46379 1.73499 0.50828 -0.038 -0.054 -0.155 0.244
H 2.06580 1.23125 -1.08557 -0.088 -0.031 0.089 0.323

---

13
Properties=species:S:1:pos:R:3:forces:R:3:mulliken_charge:R:1 method="wB97M-V/def2-TZVPD" smiles="CCCC=O" largest_force_ev_per_a=4.69 mol_weight_g_mol=72.11 energy_ev=-6323.8790 e_homo_ev=-9.8025 homo_lumo_gap_ev=10.69 relative_energy_kj_mol=124.4
C 0.55410 1.15111 0.88573 -0.949 -2.584 0.186 -1.279
C 0.04641 0.90353 -0.51810 -0.856 -2.138 -0.318 -0.170
C 0.01488 -0.65675 -0.65736 0.806 -1.486 -2.105 -0.629
C -1.03140 -1.52108 -0.05356 0.003 -2.855 1.120 0.064
O -1.13066 -2.74914 -0.28315 -0.019 3.586 0.285 -0.519
H 1.04907 2.00715 0.87805 1.977 4.246 0.301 0.443
H 1.33811 0.43507 1.17970 -0.451 -0.114 -0.267 0.327
H -0.16076 1.18132 1.68172 -0.681 -0.105 0.306 0.338
H 0.80744 1.27308 -1.20130 -0.137 0.000 -0.237 0.249
H -0.95439 1.34396 -0.83442 1.257 -0.378 0.761 0.254
H 0.92241 -1.15583 -0.22644 -0.358 0.864 0.022 0.260
H 0.09689 -1.13245 -1.67632 -0.143 1.142 0.318 0.372
H -1.55211 -1.07997 0.82544 -0.450 -0.176 -0.374 0.288

---

13
Properties=species:S:1:pos:R:3:forces:R:3:mulliken_charge:R:1 method="wB97M-V/def2-TZVPD" smiles="CC(C)C=O" largest_force_ev_per_a=1.28 mol_weight_g_mol=72.11 energy_ev=-6323.8159 e_homo_ev=-9.7391 homo_lumo_gap_ev=10.60 relative_energy_kj_mol=130.4
C -0.24626 -0.42336 1.47930 0.251 0.810 -0.399 -1.155
C 0.26624 -0.03089 -0.04583 -0.063 -0.478 0.579 0.397
C 0.39585 1.34784 -0.88524 -0.213 -0.221 0.493 -1.107
C -0.49831 -1.06200 -0.84426 -0.124 -0.497 0.142 -0.086
O -0.95922 -2.04081 -0.30707 -0.106 -0.120 -0.821 -0.480
H 0.33218 0.11698 2.22267 -0.110 0.400 0.033 0.363
H -1.32611 -0.30268 1.65326 0.383 0.443 -0.276 0.326
H -0.09654 -1.50271 1.72345 0.304 0.905 -0.853 0.304
H 1.30834 -0.34705 0.04120 -0.002 -0.341 -0.320 0.163
H 1.35577 1.40095 -1.44141 -0.385 -0.457 0.562 0.295
H 0.37283 2.26732 -0.29483 -0.125 -0.277 0.234 0.312
H -0.35554 1.48086 -1.68518 -0.063 -0.372 0.605 0.310
H -0.70113 -0.90696 -1.92274 0.252 0.204 0.022 0.357

---

13
Properties=species:S:1:pos:R:3:forces:R:3:mulliken_charge:R:1 method="wB97M-V/def2-TZVPD" largest_force_ev_per_a=1.18 mol_weight_g_mol=72.11 energy_ev=-6320.7175 e_homo_ev="-7.7448 / -8.0328" homo_lumo_gap_ev="8.27 / 8.79" relative_energy_kj_mol=429.4
C -0.29673 0.05479 -2.06165 -0.002 0.031 -0.011 -0.949
C -0.47520 -0.83948 1.16388 0.177 -0.846 -0.095 -0.236
C 0.87153 -0.22803 1.30708 0.469 -0.104 -0.053 -0.256
C 0.07577 1.05703 1.29483 0.156 0.126 0.371 -0.332
O -1.09322 0.33733 1.22325 -0.940 0.703 -0.064 -0.213
H -1.34874 -0.22861 -1.97598 0.148 0.038 -0.007 0.232
H -0.14984 0.60912 -2.99173 -0.011 -0.071 0.132 0.327
H 0.32170 -0.84702 -2.08163 -0.085 0.140 0.015 0.233
H -0.88935 -1.62048 0.53335 0.098 0.052 0.110 0.323
H 1.37319 -0.38138 2.26789 -0.033 -0.042 -0.113 0.254
H 1.55399 -0.44508 0.48126 -0.017 0.105 0.107 0.216
H -0.02093 0.69209 -1.21310 -0.048 -0.146 -0.211 0.175
H 0.07782 1.83971 2.05255 0.087 0.014 -0.181 0.227

---

13
Properties=species:S:1:pos:R:3:forces:R:3:lowdin_spin:R:1 method="wB97M-V/def2-TZVPD" total_charge=+1 largest_force_ev_per_a=3.30 mol_weight_g_mol=72.11 energy_ev=-6313.8348 spin_multiplicity=2 e_homo_ev="-14.2099 / -13.9414" homo_lumo_gap_ev="9.17 / 4.96" relative_energy_kj_mol=209.7
O 0.24583 1.78159 -0.71856 0.528 0.255 0.421 0.054
C -0.07636 1.81699 -1.87040 -2.520 -1.965 -0.839 0.005
H -0.23475 0.82485 -2.43927 0.878 1.087 0.268 0.003
H -0.62665 2.64764 -2.36637 0.994 0.370 0.263 0.004
C 0.93490 -1.94939 0.73393 0.379 0.019 -0.855 0.069
C 0.06827 -0.86067 1.19546 1.491 0.120 1.346 0.316
C -1.24557 -0.66203 0.82021 -1.348 -0.429 -2.454 0.460
H 2.00783 -1.75009 0.71660 0.027 0.790 0.299 0.011
H 0.95314 -2.74665 1.49853 -0.533 -0.090 0.007 0.036
H 0.74398 -2.34236 -0.27197 -0.625 -0.142 0.464 0.001
H 0.45816 -0.23073 2.00079 -0.019 -0.078 -0.204 0.008
H -1.92468 0.18508 0.97809 0.742 -0.210 0.624 0.014
H -1.62813 -1.37831 0.06595 0.005 0.274 0.660 0.017

---

14
Properties=species:S:1:pos:R:3:forces:R:3:mulliken_charge:R:1 method="wB97M-V/def2-TZVPD" largest_force_ev_per_a=1.45 mol_weight_g_mol=88.11 energy_ev=-8368.8729 e_homo_ev=-8.5052 homo_lumo_gap_ev=8.95 relative_energy_kj_mol=425.4
C 1.70208 0.75422 -0.14278 0.080 -0.022 -0.091 -1.302
C 0.38858 0.01088 -0.06142 0.102 -0.067 -0.226 0.442
O 0.02967 0.04962 1.32473 -1.100 0.860 0.386 -0.183
C -1.11398 -0.46470 1.74134 0.897 -0.728 0.514 -0.365
C -0.75135 0.74781 -0.78538 0.314 0.027 -0.140 -0.619
O -1.99732 0.14215 -0.53749 0.005 0.128 0.374 -0.502
H 1.54190 1.75115 0.28158 0.159 -0.121 -0.120 0.351
H 2.05085 0.84968 -1.17397 -0.056 -0.017 0.091 0.377
H 2.47175 0.24760 0.44610 -0.113 0.056 -0.120 0.332
H 0.42002 -1.02304 -0.41626 0.078 -0.112 0.064 0.294
H -1.14491 -1.51821 1.36023 -0.272 0.180 -0.558 0.181
H -0.58467 0.68087 -1.86491 0.043 0.063 0.128 0.337
H -0.73851 1.80666 -0.47914 -0.024 -0.254 -0.100 0.312
H -2.30927 0.43136 0.34004 -0.113 0.007 -0.201 0.343

---

14
Properties=species:S:1:pos:R:3:forces:R:3:mulliken_charge:R:1 method="wB97M-V/def2-TZVPD" largest_force_ev_per_a=0.47 mol_weight_g_mol=88.11 energy_ev=-8369.8750 e_homo_ev=-8.6123 homo_lumo_gap_ev=9.40 relative_energy_kj_mol=328.7
O 0.89883 1.37050 1.99542 0.295 0.093 -0.007 -0.523
C 0.18394 1.10336 0.80555 -0.276 -0.061 -0.286 -0.444
C -1.50549 -0.58605 -0.87247 0.333 -0.332 -0.049 -0.518
O -1.70478 -1.84726 -0.53659 -0.212 0.269 0.010 -0.312
C 0.72510 -0.12626 0.07939 0.077 -0.008 0.131 -0.496
C -0.03982 -0.46754 -1.21683 -0.105 0.127 -0.063 -0.199
H 1.81241 1.56409 1.75180 -0.103 -0.009 0.124 0.311
H 0.18464 1.97263 0.12813 0.024 -0.118 0.116 0.269
H -0.85473 0.94053 1.10518 0.139 0.039 -0.017 0.320
H -2.62819 -1.92882 -0.25349 0.143 -0.062 -0.071 0.416
H 0.68794 -0.98169 0.76370 -0.010 0.104 -0.088 0.196
H 1.78250 0.03885 -0.16916 -0.146 -0.037 0.019 0.370
H 0.09016 0.34464 -1.94097 -0.044 -0.102 0.118 0.321
H 0.36749 -1.39697 -1.63965 -0.114 0.095 0.063 0.288